No. 1
{"formula": "C5H15OPSi", "method": "ωB97M-V/def2-TZVPD", "smiles": "C[Si](C)(C)P(C)(C)=O", "molar_mass_g_mol": 150.234, "gap_ev": 9.67, "relative_energy_kj_mol": 68.2, "e_homo_ev": -8.94, "species": ["P", "Si", "O", "C", "C", "C", "C", "C", "H", "H", "H", "H", "H", "H", "H", "H", "H", "H", "H", "H", "H", "H", "H"], "xyz": [[0.763, 1.059, 0.420], [-0.823, -0.469, 0.061], [0.420, 1.803, 1.652], [-2.501, 0.400, 0.437], [-0.636, -1.404, -1.635], [-0.452, -1.750, 1.254], [0.732, 2.209, -1.101], [2.460, 0.307, 0.670], [2.572, -0.110, 1.614], [0.165, -2.205, -1.497], [-0.079, -0.867, -2.326], [3.175, 1.112, 0.470], [0.639, -2.111, 0.980], [-1.374, -1.925, -2.152], [1.686, 2.004, -1.734], [-0.403, -1.627, 2.358], [-2.872, -0.389, 1.073], [-0.295, 2.093, -1.454], [-1.046, -2.684, 1.150], [0.759, 3.242, -0.873], [-2.458, 1.331, 1.044], [-3.237, 0.423, -0.348], [2.802, -0.442, -0.063]], "forces_ev_per_a": [[1.14, 0.85, -0.82], [-1.22, 0.44, -1.78], [-0.44, 0.39, 0.90], [0.95, -0.35, 0.36], [2.31, -0.88, 2.43], [2.33, -3.04, 1.71], [1.73, -1.91, 0.30], [-0.11, 0.90, -3.30], [-0.03, -0.43, 1.89], [-0.99, 0.58, 0.56], [0.56, 1.80, -1.60], [-0.10, 0.15, 0.59], [-1.90, 0.64, 0.45], [-1.85, -0.51, -0.54], [-2.24, 0.05, 0.35], [-0.15, 0.61, -0.74], [-0.46, -0.19, 0.71], [0.43, -0.49, -1.01], [0.10, 0.58, -0.30], [0.40, 1.03, 0.98], [0.13, -0.63, -0.62], [0.00, 0.44, -0.58], [-0.62, -0.02, 0.04]]}

No. 2
{"formula": "C5H16B2Br4Na6O3", "method": "ωB97M-V/def2-TZVPD", "molar_mass_g_mol": 603.360, "gap_ev": 2.47, "relative_energy_kj_mol": 1349.0, "total_charge": 2, "e_homo_ev": -9.18, "species": ["Br", "Br", "Br", "Br", "Na", "Na", "Na", "Na", "Na", "Na", "O", "O", "O", "C", "C", "C", "C", "C", "B", "B", "H", "H", "H", "H", "H", "H", "H", "H", "H", "H", "H", "H", "H", "H", "H", "H"], "xyz": [[2.366, -0.446, 6.509], [8.355, -0.738, 0.167], [-2.062, -0.044, 7.852], [6.368, -0.884, -2.637], [0.921, -4.344, -2.833], [-6.795, 2.000, -0.435], [-0.190, 4.082, -0.755], [-3.826, -6.951, 1.031], [-4.887, -2.024, 3.839], [-3.270, 0.318, -5.182], [-1.589, -1.969, 0.719], [-1.967, 0.127, 0.806], [-0.770, -0.602, -0.700], [0.549, -0.829, 7.064], [-1.482, -0.833, 0.229], [5.959, 0.238, -1.067], [7.211, 0.800, -0.356], [-0.239, 0.498, 7.219], [-4.294, 5.092, -2.694], [-1.817, -3.293, -6.896], [-1.272, -4.181, -7.177], [-2.836, -3.309, -7.250], [0.567, -1.394, 7.996], [0.147, 1.040, 8.083], [-4.273, 4.772, -1.664], [-4.840, 6.023, -2.693], [-3.315, 5.153, -3.144], [-0.002, -1.451, 6.359], [5.462, 1.104, -1.504], [-1.926, -3.270, -5.823], [-4.873, 4.326, -3.186], [5.405, -0.377, -0.358], [7.812, 1.425, -1.017], [-0.282, 1.024, 6.265], [-1.281, -2.453, -7.308], [6.966, 1.368, 0.541]], "forces_ev_per_a": [[-0.29, -0.14, -0.04], [-0.28, 0.76, 0.13], [0.47, 0.32, -0.53], [-0.13, 0.32, 0.47], [-0.18, 0.38, -0.23], [0.32, 0.50, -0.24], [-0.43, -0.14, -0.08], [0.03, 0.06, 0.00], [0.45, 0.10, -0.14], [0.31, -0.37, -0.33], [-0.98, -3.90, 1.01], [-3.30, 3.77, 2.71], [3.87, 0.12, -6.16], [-1.10, 0.51, 0.22], [-0.13, -0.15, 2.35], [1.17, 0.56, 0.14], [0.22, -1.16, -0.67], [0.35, -1.58, 0.75], [0.02, 0.06, 0.03], [-0.03, 0.24, -0.18], [2.00, -3.58, -1.05], [-4.01, -0.15, -1.68], [0.25, 0.30, 0.01], [-0.02, 0.38, -0.54], [0.51, -1.41, 4.73], [-1.93, 3.57, -0.24], [4.05, 0.27, -1.69], [0.57, 0.02, -0.36], [-0.54, -0.31, 0.30], [-0.13, 0.32, 5.06], [-2.51, -3.29, -2.43], [-0.29, 0.26, -0.37], [-0.04, -0.18, 0.03], [-0.24, 0.17, 0.43], [2.12, 3.64, -1.41], [-0.13, -0.26, -0.03]]}

No. 3
{"formula": "C5H16BClO4PS", "method": "ωB97M-V/def2-TZVPD", "molar_mass_g_mol": 249.485, "gap_ev": 5.96, "total_charge": -1, "e_homo_ev": -3.47, "species": ["Cl", "S", "P", "O", "O", "O", "O", "C", "C", "C", "C", "C", "B", "H", "H", "H", "H", "H", "H", "H", "H", "H", "H", "H", "H", "H", "H", "H", "H"], "xyz": [[3.324, 3.876, 0.330], [1.841, 2.404, 0.366], [-1.367, -1.741, 0.629], [-3.965, 0.322, 0.300], [1.053, 2.646, -0.799], [-2.983, 1.488, -1.530], [1.287, 2.485, 1.677], [0.208, -0.589, 0.664], [2.878, 0.959, 0.155], [1.423, -1.159, -0.057], [2.316, -0.136, -0.758], [-2.055, -0.851, -0.986], [-3.015, 0.341, -0.727], [-2.562, -1.633, -1.564], [3.076, 0.601, 1.167], [2.054, -1.707, 0.653], [-3.553, 0.344, 1.169], [-2.567, -2.573, 0.675], [0.409, -0.440, 1.729], [-0.699, -2.721, -0.261], [3.206, -0.652, -1.142], [-0.829, -2.463, 1.816], [-2.911, 2.294, -1.012], [-1.994, -0.749, 1.555], [1.826, 0.311, -1.626], [1.092, -1.890, -0.806], [3.804, 1.358, -0.256], [-1.209, -0.498, -1.590], [-0.089, 0.374, 0.230]], "forces_ev_per_a": [[0.09, 0.14, 0.03], [-0.29, -0.10, 0.01], [0.15, -0.11, 0.00], [-0.09, 0.89, -0.21], [0.10, 0.01, 0.08], [0.56, -0.17, -0.06], [0.07, 0.02, -0.10], [0.02, -0.04, -0.03], [0.19, -0.17, -0.07], [0.03, 0.17, 0.07], [0.16, -0.15, 0.02], [0.04, 0.22, -0.18], [-0.16, -0.11, 0.12], [0.01, -0.10, 0.21], [-0.09, 0.03, -0.02], [-0.10, -0.09, -0.04], [0.15, -0.70, 0.12], [0.00, 0.02, 0.00], [0.00, 0.06, -0.05], [-0.01, 0.03, 0.03], [-0.05, 0.04, -0.07], [-0.04, 0.06, 0.00], [-0.52, 0.06, 0.06], [-0.02, 0.05, 0.01], [-0.08, 0.07, 0.13], [0.03, 0.03, 0.01], [-0.06, 0.05, 0.00], [-0.04, -0.14, -0.07], [-0.04, -0.06, 0.01]]}